The following is a DFT calculation (the ωB97M-V functional and the def2-TZVPD basis) of a structure of composition C4H12ClO4STi2 in a non-equilibrium geometry.

Values from the calculation:
Kohn-Sham gap (spin up / spin down): 6.79 / 8.54 eV
E_tot: -82108.377 eV
net charge: +1
<S²>: 12.00
spin multiplicity: 7

Cartesian coordinates (Å):
Ti: 3.07 -2.00 0.11
Ti: 0.22 -4.80 2.55
Cl: 0.69 -2.47 1.24
O: 0.15 0.96 0.09
S: -1.18 1.26 -0.36
O: -1.88 2.37 0.14
O: -1.19 1.42 -1.93
C: -0.18 0.71 -2.70
C: -0.29 1.18 -4.13
C: -2.18 -0.19 -0.13
H: -0.32 -0.36 -2.57
H: 0.80 0.99 -2.31
H: 0.26 0.49 -4.77
H: 0.06 2.20 -4.23
H: -1.32 1.12 -4.48
H: -1.94 -0.54 0.88
H: -1.83 -0.94 -0.84
H: -3.22 0.08 -0.25
C: 1.77 0.09 4.06
O: 1.64 -1.32 4.19
H: 1.20 0.59 4.84
H: 2.82 0.41 4.16
H: 1.42 0.46 3.10
H: 1.42 -1.68 3.32